This record from the OMol25 dataset describes a structure of composition C4H44B9Ca3O in a non-equilibrium geometry. The level of theory is ωB97M-V/def2-TZVPD.

Positions of all 61 atoms, in Å:
1 Ca -22.7520 2.8012 -15.7501
2 Ca -18.8593 8.5093 -12.5901
3 Ca -20.2313 1.7636 -10.1974
4 B -20.2617 4.6460 -12.7430
5 H -19.5463 3.8672 -12.9570
6 H -20.1999 5.3282 -13.5767
7 H -21.2757 4.2796 -12.6997
8 H -20.0012 5.1971 -11.8527
9 B -22.0080 3.6914 -7.2635
10 H -20.9312 3.6397 -7.2182
11 H -22.4335 2.7434 -7.5544
12 H -22.4080 4.0603 -6.3317
13 H -22.2821 4.3136 -8.1013
14 B -26.7375 3.3309 -14.6802
15 H -26.5969 3.2119 -15.7434
16 H -27.4525 2.6382 -14.2640
17 H -25.7859 3.2416 -14.1795
18 H -27.1480 4.3064 -14.4701
19 B -19.1632 8.3701 -8.0916
20 H -19.9455 8.2497 -8.8250
21 H -19.2146 7.4717 -7.4963
22 H -18.2247 8.5097 -8.6053
23 H -19.3924 9.2034 -7.4456
24 B -15.4232 6.6605 -12.4340
25 H -15.9913 6.4414 -13.3248
26 H -15.3036 7.7154 -12.2410
27 H -15.9388 6.1255 -11.6515
28 H -14.4146 6.2773 -12.4472
29 B -23.5675 8.2471 -11.9856
30 H -22.6513 8.3798 -12.5400
31 H -23.3562 8.2500 -10.9275
32 H -24.1558 9.1362 -12.1520
33 H -24.1407 7.4140 -12.3618
34 B -23.0645 6.2873 -17.9849
35 H -23.0766 7.3440 -18.2026
36 H -23.9877 5.7808 -18.2203
37 H -22.2652 5.8623 -18.5722
38 H -22.7680 6.1297 -16.9595
39 B -22.1263 -0.1056 -13.0482
40 H -22.8045 0.5371 -12.5085
41 H -21.8380 -0.9203 -12.4021
42 H -22.6060 -0.4558 -13.9490
43 H -21.2328 0.4561 -13.2726
44 B -16.2809 1.5004 -10.0919
45 H -17.0101 0.8643 -10.5694
46 H -15.9904 1.1266 -9.1223
47 H -15.3561 1.6405 -10.6299
48 H -16.7551 2.4513 -9.9045
49 C -15.8605 2.9456 -17.9110
50 C -15.9307 1.3915 -17.9373
51 C -17.1400 1.1057 -17.0856
52 O -18.0990 2.2111 -17.3495
53 C -17.3505 3.3263 -17.9179
54 H -15.2761 3.3481 -18.7384
55 H -15.3095 3.3688 -17.0711
56 H -15.0379 0.8778 -17.5809
57 H -16.1054 1.0057 -18.9416
58 H -16.8807 1.1394 -16.0274
59 H -17.5600 0.1376 -17.3583
60 H -17.4599 4.1859 -17.2567
61 H -17.6906 3.4192 -18.9494

E_LUMO = 2.1712 eV
charge = -3
Kohn-Sham gap = 0.140 hartree
calculated total energy = -2509.2540 Ha
HOMO energy = -1.638 eV